Entry 1:
13
Properties=species:S:1:pos:R:3:forces:R:3 method="wB97M-V/def2-TZVPD" energy_ha=-232.269651 smiles="C1=CC1.[H][H].C=O" homo_ev=-9.7
C -0.443 0.812 -0.886 -0.21 -0.09 -0.28
C -1.082 -0.305 -1.004 0.05 0.33 -0.20
C -1.383 0.479 0.236 -0.20 0.07 0.26
H 0.220 1.544 -1.319 -0.11 -0.08 0.05
H -1.330 -1.179 -1.582 0.03 0.10 0.03
H -0.992 0.137 1.202 -0.02 0.05 -0.25
H -2.336 1.008 0.303 0.12 -0.08 0.05
H 0.386 -1.941 0.558 -0.10 -0.24 -0.05
H -0.143 -2.126 0.069 0.04 -0.23 0.11
C 1.776 0.397 0.599 0.07 -0.18 0.27
O 1.646 -0.536 1.353 0.28 0.54 -0.20
H 2.250 0.299 -0.397 0.00 -0.10 0.18
H 1.429 1.412 0.870 0.08 -0.09 0.03


Entry 2:
13
Properties=species:S:1:pos:R:3:forces:R:3 method="wB97M-V/def2-TZVPD" energy_ha=-232.395463 smiles=CC1(O)CC1 homo_ev=-9.6
C 1.337 0.065 -0.552 1.67 0.45 -0.23
C 0.107 -0.267 0.221 -0.69 0.74 -0.05
O 0.230 -1.351 1.097 -0.06 -0.12 0.49
C -0.929 0.805 0.535 0.91 -0.37 -0.46
C -1.181 -0.162 -0.534 0.31 -1.36 -2.85
H 1.085 0.711 -1.451 0.45 -0.83 1.06
H 1.777 -0.926 -0.877 -0.30 1.23 0.08
H 2.129 0.622 0.075 -1.12 -0.85 -0.90
H 0.580 -1.077 1.962 -0.13 0.10 -0.57
H -1.503 0.580 1.386 -0.51 0.50 1.18
H -0.746 1.789 0.157 0.02 0.65 0.59
H -1.000 0.205 -1.608 -0.73 -0.74 1.71
H -1.887 -0.994 -0.411 0.18 0.59 -0.06


Entry 3:
13
Properties=species:S:1:pos:R:3:forces:R:3 method="wB97M-V/def2-TZVPD" energy_ha=-232.382305 smiles="C/C=C/OC" homo_ev=-8.9
C -0.477 -1.095 -2.046 -0.66 0.68 1.29
C 0.064 -0.118 -0.931 -1.21 -0.17 -0.07
C -0.018 -0.567 0.335 -0.09 -0.72 1.10
O 0.197 0.127 1.548 -0.14 -1.39 -2.19
C 0.336 1.469 1.259 -0.67 2.29 -1.01
H -1.480 -1.535 -1.734 1.48 0.24 -0.13
H -0.729 -0.607 -2.989 0.48 0.22 0.08
H 0.282 -1.855 -2.199 -0.24 -0.30 -0.29
H 0.295 0.950 -1.161 -0.10 -1.29 0.04
H -0.333 -1.618 0.578 0.42 1.15 -0.38
H -0.517 1.776 0.541 1.11 -0.17 1.14
H 1.291 1.705 0.673 -0.98 -0.20 1.17
H 0.190 2.041 2.204 0.60 -0.34 -0.75


Entry 4:
13
Properties=species:S:1:pos:R:3:forces:R:3 method="wB97M-V/def2-TZVPD" energy_ha=-232.294357 homo_ev=-8.5
C 0.797 0.741 -0.175 0.06 0.04 0.02
C -0.705 0.855 -0.122 -0.07 0.08 -0.37
C -1.278 -0.340 -0.607 -0.08 0.25 0.03
O -0.252 -1.178 0.877 -0.06 0.18 0.10
C 1.010 -0.704 0.461 0.20 -0.03 -0.04
H 1.207 0.766 -1.192 -0.07 0.00 0.18
H 1.292 1.523 0.412 -0.07 -0.15 -0.11
H -1.270 1.769 0.024 0.08 -0.17 -0.01
H -0.749 0.035 0.960 0.03 -0.42 0.05
H -2.344 -0.523 -0.476 0.17 0.01 0.01
H -0.784 -1.001 -1.320 -0.02 0.11 0.18
H 1.683 -0.647 1.324 -0.10 0.00 -0.13
H 1.453 -1.395 -0.268 -0.06 0.12 0.09


Entry 5:
13
Properties=species:S:1:pos:R:3:forces:R:3 method="wB97M-V/def2-TZVPD" energy_ha=-232.309727 smiles=C[C@@H]1CCO1 homo_ev=-9.6
C -1.519 -0.442 0.798 0.41 -6.20 -4.58
C -0.584 0.429 0.065 4.02 1.00 -3.15
C 0.736 -0.110 -1.001 -4.88 -2.60 2.00
C 1.604 0.442 0.031 2.91 -1.83 -1.41
O 0.635 1.002 0.807 -2.55 0.95 1.44
H -1.099 -1.540 1.087 -0.33 2.67 -0.56
H -2.440 -0.827 0.117 2.05 1.44 1.28
H -1.888 -0.079 1.629 -1.93 2.21 4.24
H -1.041 1.238 -0.615 0.21 -0.94 1.80
H 0.725 -1.229 -1.034 0.02 1.09 -0.97
H 0.443 0.508 -1.802 0.66 -0.03 -1.61
H 2.147 -0.501 0.538 -0.52 2.52 -0.68
H 2.279 1.109 -0.621 -0.09 -0.27 2.20


Entry 6:
13
Properties=species:S:1:pos:R:3:forces:R:3 method="wB97M-V/def2-TZVPD" energy_ha=-232.408683 smiles=OC1CCC1 homo_ev=-9.9
O 1.844 0.706 -0.229 -0.03 -0.07 0.20
C 0.799 -0.238 -0.407 -0.27 -0.27 0.08
C 0.001 -0.577 0.868 0.07 -0.10 0.26
C -1.236 0.203 0.359 -0.02 0.02 0.06
C -0.481 0.424 -0.979 0.00 0.10 -0.18
H 2.462 0.334 0.416 -0.13 0.15 -0.23
H 1.202 -1.136 -0.904 -0.27 0.35 -0.19
H 0.486 -0.173 1.760 -0.18 -0.22 0.11
H -0.178 -1.653 0.953 0.07 0.17 0.25
H -1.475 1.117 0.918 0.23 -0.20 -0.19
H -2.168 -0.377 0.297 0.35 0.08 -0.06
H -0.319 1.474 -1.231 0.00 -0.13 -0.14
H -0.936 -0.105 -1.822 0.19 0.14 0.03


Entry 7:
13
Properties=species:S:1:pos:R:3:forces:R:3 method="wB97M-V/def2-TZVPD" energy_ha=-232.435544 smiles="CC(C)C=O" homo_ev=-9.8
C -1.336 0.342 0.317 -0.06 0.02 -0.02
C 0.026 0.119 -0.336 0.03 -0.03 -0.02
C 0.552 -1.297 -0.098 0.03 -0.06 0.00
C 1.045 1.181 0.041 0.24 -0.09 -0.06
O 2.230 1.060 -0.145 -0.27 0.03 0.13
H -2.071 -0.305 -0.169 -0.01 0.08 0.13
H -1.324 0.092 1.387 0.07 0.07 -0.22
H -1.679 1.378 0.210 0.06 -0.14 0.01
H -0.085 0.255 -1.425 -0.03 0.03 0.14
H 1.562 -1.421 -0.494 -0.16 0.05 0.02
H -0.110 -2.024 -0.580 0.12 0.08 0.07
H 0.576 -1.530 0.973 0.01 0.08 -0.13
H 0.646 2.128 0.470 -0.03 -0.13 -0.05


Entry 8:
14
Properties=species:S:1:pos:R:3:forces:R:3 method="wB97M-V/def2-TZVPD" energy_ha=-307.508509 homo_ev=-9.8
C -2.344 0.333 -0.141 -0.24 0.09 0.03
O -1.095 -0.234 -0.464 0.03 0.04 0.09
C -0.118 0.013 0.519 0.11 0.02 0.16
C 1.171 -0.620 0.049 -0.16 -0.17 0.33
C 2.165 0.167 -0.707 0.39 -0.24 1.65
O 2.293 -0.428 0.916 -0.48 -0.52 -0.35
H -2.742 -0.064 0.808 0.13 0.04 -0.18
H -2.285 1.431 -0.056 0.05 -0.21 -0.03
H -3.036 0.077 -0.949 0.13 0.05 0.16
H -0.411 -0.426 1.489 0.01 0.05 -0.16
H 0.040 1.095 0.669 -0.03 -0.19 -0.05
H 1.079 -1.684 -0.179 -0.04 0.20 -0.19
H 2.492 0.730 0.397 0.13 0.45 -1.67
H 2.824 -0.461 -1.324 -0.03 0.40 0.24


Entry 9:
14
Properties=species:S:1:pos:R:3:forces:R:3 method="wB97M-V/def2-TZVPD" energy_ha=-307.644110 smiles="CO[C@@H](C)C=O" homo_ev=-9.7
C -1.756 0.751 -0.208 0.00 0.24 0.04
O -1.136 -0.512 -0.446 0.42 0.45 -0.04
C 0.215 -0.702 -0.012 0.33 -0.14 0.02
C 1.420 -0.266 -0.886 -0.33 0.01 -0.19
C 0.461 -0.197 1.397 0.39 0.03 0.20
O 1.568 0.091 1.785 -0.52 -0.04 0.14
H -2.678 0.768 -0.804 0.36 -0.04 0.07
H -2.065 0.891 0.847 0.28 -0.15 -0.36
H -1.124 1.605 -0.507 -0.14 -0.33 0.06
H 0.271 -1.795 0.032 0.09 -0.01 0.24
H 1.378 -0.744 -1.865 -0.13 0.11 0.00
H 1.499 0.818 -1.007 -0.17 -0.10 -0.01
H 2.358 -0.587 -0.400 -0.60 0.07 -0.08
H -0.412 -0.122 2.074 0.01 -0.07 -0.07


Entry 10:
14
Properties=species:S:1:pos:R:3:forces:R:3 method="wB97M-V/def2-TZVPD" energy_ha=-307.590670 smiles="C=C.C=O.C=O" homo_ev=-9.7
C -0.038 -1.981 0.492 -0.12 0.09 0.10
C -0.770 -1.015 1.036 0.08 -0.17 -0.06
H 0.845 -2.378 0.987 -0.13 0.06 -0.04
H -0.293 -2.409 -0.475 0.01 0.05 0.15
H -1.649 -0.621 0.533 0.13 -0.11 0.08
H -0.512 -0.573 1.996 -0.02 -0.10 -0.13
C 1.717 0.247 -0.615 0.12 0.24 0.22
O 1.964 1.149 0.151 -0.03 -0.39 -0.35
H 2.354 -0.657 -0.670 -0.03 0.13 0.02
H 0.847 0.273 -1.295 0.11 0.04 0.06
C -1.111 1.999 -0.526 -0.12 -0.20 -0.27
O -1.382 1.203 -1.395 0.09 0.42 0.36
H -0.116 2.026 -0.047 -0.12 0.01 -0.06
H -1.857 2.737 -0.169 0.04 -0.08 -0.08


Entry 11:
14
Properties=species:S:1:pos:R:3:forces:R:3 method="wB97M-V/def2-TZVPD" energy_ha=-307.654021 smiles="CC=O.CC=O" homo_ev=-9.7
C -2.342 -0.792 -2.243 0.67 -0.14 0.19
C -0.865 -0.971 -2.512 -0.19 0.21 0.13
O -0.014 -0.869 -1.669 0.07 0.04 0.02
H -2.618 -1.675 -1.657 -0.31 0.11 -0.11
H -2.510 0.095 -1.626 -0.02 -0.14 -0.14
H -2.879 -0.754 -3.184 -0.29 0.01 0.04
H -0.593 -1.230 -3.550 0.09 -0.06 -0.10
C 1.998 1.385 1.540 0.86 -0.47 -0.09
C 1.111 0.407 2.232 -0.49 -0.01 0.23
O 0.124 0.713 2.851 0.01 0.03 -0.02
H 2.979 1.337 2.036 -0.17 0.14 0.03
H 2.215 1.043 0.524 -0.23 0.09 -0.05
H 1.624 2.400 1.559 -0.18 0.05 0.02
H 1.394 -0.666 2.185 0.17 0.14 -0.14


Entry 12:
14
Properties=species:S:1:pos:R:3:forces:R:3 method="wB97M-V/def2-TZVPD" energy_ha=-307.465740 homo_ev=-8.1
C -1.667 -0.383 0.524 -0.34 -0.08 0.25
C -0.084 -0.082 -0.707 0.39 0.03 -0.19
C 1.196 -0.843 -0.501 -0.19 -0.16 -0.19
O 2.208 -0.194 0.247 -0.04 0.05 0.25
C 0.000 1.351 -0.448 0.02 0.11 -0.08
O -0.344 0.726 0.791 -0.21 -0.08 0.09
H -1.948 -0.227 1.572 0.05 -0.02 -0.14
H -1.555 -1.452 0.341 0.05 0.22 -0.01
H -2.398 0.058 -0.148 0.17 -0.05 0.08
H 1.609 -1.028 -1.502 -0.12 0.03 0.11
H 0.963 -1.828 -0.065 0.05 0.15 -0.07
H 1.783 0.081 1.073 0.17 -0.02 -0.11
H -0.756 2.035 -0.840 0.09 -0.13 0.04
H 0.992 1.786 -0.338 -0.11 -0.04 -0.05


How do the records compare in energy relative to the best compared isomer or geometry (same formula, charge and spin)? In the order shown, they have 110.4 31.5 39.7 94.9 85.3 23.2 6.3 128.0 42.9 76.4 36.7 154.8 kcal per mole.
How do the records compare in HOMO-LUMO gap? In the order shown, they have 10.3 10.6 10.1 9.3 10.7 11.0 10.7 10.6 10.5 10.5 10.7 9.0 eV.